The following is a quantum chemistry calculation of C2H4FO3S2 as an isolated structure at a distorted geometry, from OMol25.

Structure (XYZ):
```
12
Properties=species:S:1:pos:R:3:forces:R:3:lowdin_charge:R:1
C -0.623751 -0.834956 1.776700 0.6 0.2 -0.2 -0.308
C 0.379266 0.520977 -0.365317 0.0 -2.2 -0.6 -0.326
O -0.002267 -0.156017 -2.684707 0.3 0.2 0.4 -0.316
O 1.762669 1.535836 -2.446322 -0.3 -0.1 0.4 -0.330
O 2.146823 -0.748835 -1.655519 -0.1 0.3 -0.3 -0.433
F -2.405589 1.649781 0.987281 0.8 -0.5 0.0 -0.778
S 0.665733 -0.864441 0.467841 -0.9 0.9 1.0 1.058
S 1.185725 0.300060 -1.974986 0.5 0.1 -1.0 0.316
H -0.132342 -0.804270 2.744120 0.1 0.0 0.1 0.033
H -1.204999 -1.743077 1.693002 0.0 -0.3 -0.1 0.036
H -1.264522 0.034180 1.641764 -0.4 0.6 -0.2 -0.001
H -0.506746 1.110761 -0.183859 -0.6 0.8 0.5 0.049
```
Forces are in eV/Å.

Its total energy is -32668.4998 eV. As for the largest force on an atom: 0.044 hartree/bohr. The molecular weight comes out at 159.18 Da. The charge is -1. As for the orbital gap: 6.33 eV.